Molecular formula: C17H19N
Method: DFT, ωB97M-V/def2-TZVPD

Results
Charge: -1
<S²>: 0.77
HOMO-LUMO gap (spin up / spin down), eV: 2.75 / 6.12
Energy above the lowest of the compared OMol25 structures with the same formula, charge and spin, eV: 2.402
Energy, eV: -19423.80381
Multiplicity: 2

Positions of all 37 atoms, in Å:
C -0.031 0.238 -2.693
C 0.698 0.453 -4.032
C 0.785 -0.365 -1.678
C 2.074 -0.059 -1.215
C 0.447 -1.556 -1.120
C 1.326 -1.886 -0.054
C -0.552 -2.429 -1.464
C 1.295 -2.981 0.783
C -0.660 -3.534 -0.624
C 0.228 -3.765 0.371
N 2.420 -0.934 -0.149
H -0.170 1.338 -2.306
H -1.062 -0.085 -2.799
H 0.152 -0.095 -4.770
H 2.729 0.846 -1.452
H 3.241 -0.916 0.295
H -1.337 -2.213 -2.197
H 2.079 -3.329 1.564
H -1.600 -4.200 -0.894
H -0.127 -4.570 1.131
H 1.598 0.148 -3.850
H 0.679 1.538 -4.285
C 0.810 2.654 3.265
C -0.224 1.099 1.672
C -0.394 2.225 2.455
C -1.306 0.548 1.004
C -1.712 2.832 2.496
C -2.625 1.143 1.031
C -2.773 2.370 1.712
H 0.755 0.467 1.652
H -1.185 -0.347 0.445
H 0.967 3.763 3.230
H 1.669 2.127 2.846
H -1.829 3.667 3.262
H -3.405 0.609 0.397
H -3.712 2.986 1.651
H 0.750 2.210 4.318

Atomic partial charges in e from the Löwdin method, atoms 1 to 2: -0.221 -0.081